Molecular formula: C6H14N2
Method: DFT, ωB97M-V/def2-TZVPD

Bonds (Å) are listed after each position.
Element x y z (Å)
1 C 1.92 -0.22 -0.07  C3 1.505, N7 1.396, H9 1.036
2 C -0.51 0.63 0.51  C4 1.436, C6 1.556, N7 1.412
3 C 2.02 -1.69 0.20  C1 1.505, H10 1.170, H11 1.000, H12 1.057
4 C -1.29 1.83 0.40  C2 1.436, H13 1.173, H14 1.121, H15 1.078
5 C -1.75 -1.27 -0.73  C6 1.545, H16 1.125, H17 1.099, H18 1.171
6 C -1.30 -0.70 0.63  C2 1.556, C5 1.545, H19 1.159, H20 1.115
7 N 0.80 0.62 -0.01  C1 1.396, C2 1.412, N8 1.401
8 N 1.15 1.93 -0.39  N7 1.401, H21 1.020, H22 1.047
9 H 2.69 0.32 -0.50  C1 1.036
10 H 2.95 -1.80 0.89  C3 1.170
11 H 2.12 -2.18 -0.67  C3 1.000
12 H 1.23 -2.05 0.80  C3 1.057
13 H -1.57 2.41 -0.58  C4 1.173
14 H -0.71 2.60 0.98  C4 1.121
15 H -2.16 1.69 1.02  C4 1.078
16 H -2.48 -0.61 -1.26  C5 1.125
17 H -2.41 -2.13 -0.57  C5 1.099
18 H -0.81 -1.47 -1.41  C5 1.171
19 H -0.69 -1.43 1.30  C6 1.159
20 H -2.20 -0.55 1.28  C6 1.115
21 H 0.80 2.26 -1.29  N8 1.020
22 H 2.18 1.84 -0.52  N8 1.047

Summary:
HOMO-LUMO gap (alpha / beta) = 7.07 / 7.12 eV
Maximum force = 5.74 eV/Å

Mulliken population analysis, charges in e, atoms 1 to 4: number 1, C, carries -0.12; number 2, C, carries 0.49; number 3, C, carries -1.12; number 4, C, carries -1.28